(1)
DFT (the ωB97M-V functional and the def2-TZVPD basis) results for a structure of composition C36H49CdN5P2Si in a non-equilibrium geometry.

Each line ends with the Löwdin charge.
CARTESIAN COORDINATES (ANGSTROEM)
Cd: 2.488 -0.240 -3.978  1.0223
C: -3.392 -0.948 -2.105  -0.1396
C: -2.434 -1.568 -2.808  -0.1007
C: -1.741 -0.980 -4.004  -0.2027
C: -1.369 0.523 -3.901  -0.1935
C: -2.197 1.423 -4.772  -0.1015
C: -3.543 1.392 -4.826  -0.1114
C: -4.412 0.531 -3.954  -0.1851
C: -3.975 0.382 -2.461  -0.1914
C: 2.739 0.521 -2.011  -0.3629
H: -3.792 -1.437 -1.211  0.0920
H: -2.147 -2.594 -2.540  0.1039
H: -2.336 -1.158 -4.914  0.1096
H: -0.816 -1.556 -4.150  0.0606
H: -1.401 0.832 -2.842  0.0970
H: -0.309 0.615 -4.207  0.0490
H: -1.601 2.143 -5.343  0.0910
H: -4.070 2.029 -5.540  0.0978
H: -4.544 -0.456 -4.428  0.1174
H: -5.414 0.993 -3.937  0.1053
H: -3.281 1.197 -2.210  0.1056
H: -4.871 0.560 -1.845  0.1088
H: 2.366 -0.113 -1.190  -0.0756
H: 2.370 1.549 -1.889  -0.0554
H: 3.846 0.530 -1.992  -0.0732
P: 2.673 1.705 -5.635  0.9524
P: 2.263 -1.891 -5.828  0.8358
N: 1.559 3.006 -6.105  -0.2557
N: 4.067 2.553 -6.414  -0.2508
N: 0.828 -1.960 -6.875  -0.2564
N: 2.935 -3.417 -6.579  -0.2602
C: 2.363 0.620 -7.070  -0.4706
C: 3.159 -0.692 -6.908  -0.4432
C: 1.170 4.029 -5.236  -0.1450
C: 0.334 4.904 -5.918  -0.0966
C: 0.232 4.436 -7.265  -0.0856
C: 1.014 3.293 -7.360  -0.1506
C: 5.254 2.887 -5.769  -0.1553
C: 6.152 3.388 -6.707  -0.1034
C: 5.495 3.375 -7.980  -0.0872
C: 4.207 2.895 -7.769  -0.1445
C: -0.441 -2.444 -6.540  -0.1487
C: -1.302 -2.242 -7.616  -0.0832
C: -0.545 -1.627 -8.658  -0.0789
C: 0.759 -1.526 -8.210  -0.1873
C: 2.590 -4.048 -7.787  -0.1420
C: 3.630 -4.878 -8.186  -0.0964
C: 4.659 -4.770 -7.191  -0.1079
C: 4.215 -3.869 -6.232  -0.1783
H: 2.630 1.072 -8.034  0.0617
H: 1.275 0.473 -7.112  0.0633
H: 3.365 -1.145 -7.888  0.0849
H: 4.134 -0.496 -6.430  0.0700
H: 1.535 4.022 -4.219  0.0989
H: -0.149 5.780 -5.502  0.0922
H: -0.334 4.881 -8.074  0.0945
H: 1.229 2.665 -8.214  0.0933
H: 5.338 2.741 -4.701  0.0940
H: 7.159 3.726 -6.503  0.0881
H: 5.904 3.671 -8.939  0.0929
H: 3.398 2.768 -8.475  0.0838
H: -0.605 -2.934 -5.589  0.0999
H: -2.345 -2.526 -7.668  0.0957
H: -0.883 -1.304 -9.637  0.0987
H: 1.623 -1.144 -8.732  0.1009
H: 1.641 -3.859 -8.266  0.0936
H: 3.649 -5.480 -9.083  0.0877
H: 5.608 -5.287 -7.199  0.0855
H: 4.684 -3.501 -5.331  0.0870
C: -0.691 2.020 0.229  -0.1774
Si: -1.035 0.807 1.605  0.3885
C: -0.955 1.642 3.281  -0.1774
C: -2.748 0.031 1.382  -0.1574
N: 0.124 -0.451 1.514  0.0498
C: 0.371 -1.659 1.938  -0.3683
C: 1.205 -2.545 1.155  -0.0065
C: 1.293 -3.893 1.461  -0.0888
C: 0.620 -4.418 2.578  -0.0792
C: -0.095 -3.564 3.432  -0.0904
C: -0.183 -2.209 3.160  -0.0123
H: -1.568 2.649 0.020  0.0319
H: -0.401 1.505 -0.699  0.0107
H: 0.132 2.694 0.506  0.0286
H: -1.868 2.220 3.482  0.0309
H: -0.838 0.907 4.088  0.0183
H: -0.101 2.331 3.332  0.0284
H: -2.918 -0.323 0.348  -0.0040
H: -2.862 -0.839 2.055  0.0301
H: -3.542 0.756 1.633  0.0351
H: 1.695 -2.107 0.282  0.0980
H: 1.886 -4.562 0.834  0.1036
H: 0.663 -5.492 2.770  0.1038
H: -0.586 -3.963 4.326  0.1062
H: -0.732 -1.530 3.822  0.1031

Results
ΔE to the lowest compared entry with this formula, charge and spin = 14.09 kcal/mol
gap between HOMO and LUMO (alpha / beta) = 4.406 / 7.507 eV
HOMO (alpha / beta) = -5.849 / -8.050 eV
calculated total energy = -2814.69649 a.u.
E_LUMO (alpha / beta) = -1.443 / -0.542 eV

***

(2)
DFT (the ωB97M-V functional and the def2-TZVPD basis) results for a cluster of 3 separate species, C36H49Cl2F9N2O7S3 in total in a non-equilibrium geometry.

Each line ends with the Löwdin charge.
CARTESIAN COORDINATES (ANGSTROEM)
C: -2.041 -2.891 1.571  -0.1317
C: -1.302 -2.503 2.863  -0.7325
Cl: -1.477 -3.842 4.031  0.6593
C: -1.877 -1.204 3.421  -0.6337
Cl: -3.620 -1.454 3.820  0.6703
N: -1.196 -0.688 4.610  0.0327
C: -1.439 0.693 4.889  -0.3630
O: -2.507 1.181 5.062  0.1449
C: -0.119 1.360 4.968  -0.0379
C: 0.194 2.713 5.090  -0.1396
C: -0.877 3.778 5.173  -0.1005
C: -0.489 5.088 4.509  -0.1060
C: -1.518 6.160 4.793  -0.5362
O: -1.704 6.601 5.879  0.1382
O: -2.249 6.587 3.744  0.1188
C: 1.554 3.015 5.134  -0.0095
C: 2.587 2.061 5.016  -0.1418
C: 3.997 2.602 5.104  -0.1553
C: 4.887 2.549 3.850  -0.2333
C: 4.290 3.047 2.542  -0.4431
S: 3.222 4.514 2.703  0.9145
C: 2.010 4.116 1.437  -1.0501
S: 0.965 2.894 1.683  0.7739
N: 2.026 4.960 0.334  -0.1547
C: 1.033 4.615 -0.699  -0.1986
C: 1.178 5.644 -1.810  -0.1855
O: 2.383 5.386 -2.512  -0.1242
C: 3.457 5.638 -1.623  -0.1870
C: 3.362 4.816 -0.349  -0.1520
C: 2.250 0.703 4.865  -0.0759
C: 3.285 -0.391 4.725  -0.1068
C: 3.194 -1.168 3.408  -0.1697
C: 3.564 -0.339 2.183  -0.1716
C: 3.804 -1.157 0.911  -0.0513
C: 2.522 -1.301 0.102  -0.4711
F: 1.629 -2.040 0.802  0.1193
F: 1.981 -0.082 -0.131  0.0931
C: 2.779 -2.014 -1.248  -0.4380
F: 2.954 -3.313 -0.970  0.1354
F: 3.897 -1.572 -1.821  0.1347
S: 1.369 -1.853 -2.527  0.7642
F: 0.228 -1.705 -3.607  -0.1171
F: 0.307 -1.609 -1.395  -0.1200
F: 1.654 -0.306 -2.658  -0.1213
F: 2.410 -2.118 -3.706  -0.1348
F: 1.073 -3.407 -2.489  -0.1309
C: 0.880 0.401 4.872  -0.0054
C: 0.191 -0.930 4.818  -0.3592
O: 0.685 -1.990 4.999  0.1214
H: -1.366 -3.406 0.898  0.0736
H: -2.882 -3.515 1.836  0.0547
H: -2.451 -1.995 1.111  0.0759
H: -0.245 -2.367 2.668  0.0795
H: -1.874 -0.437 2.650  0.1201
H: -1.191 3.934 6.202  0.1409
H: -1.745 3.394 4.645  0.1198
H: -0.395 4.957 3.431  0.0924
H: 0.460 5.487 4.857  0.1187
H: -1.764 6.424 2.928  0.1058
H: 1.846 4.046 5.243  0.0905
H: 3.942 3.636 5.428  0.1029
H: 4.516 2.056 5.893  0.1237
H: 5.747 3.179 4.069  0.1113
H: 5.277 1.542 3.737  0.0867
H: 5.114 3.330 1.890  0.0741
H: 3.720 2.292 2.015  0.0350
H: 1.278 3.648 -1.137  0.1228
H: 0.021 4.644 -0.315  0.1071
H: 0.364 5.501 -2.513  0.1288
H: 1.193 6.656 -1.404  0.1283
H: 4.363 5.341 -2.140  0.1305
H: 3.478 6.703 -1.381  0.1290
H: 4.170 5.065 0.328  0.0914
H: 3.468 3.759 -0.616  0.1339
H: 4.281 0.043 4.775  0.0982
H: 3.210 -1.110 5.535  0.1256
H: 2.184 -1.526 3.267  0.0872
H: 3.805 -2.068 3.454  0.1249
H: 4.494 0.184 2.403  0.0988
H: 2.805 0.427 2.041  0.0854
H: 4.565 -0.670 0.315  0.1293
H: 4.134 -2.158 1.179  0.1367
C: -2.105 -4.340 -4.310  -0.1669
C: -3.374 -4.247 -5.155  -0.1703
C: -4.459 -4.371 -4.096  -0.2019
O: -3.923 -3.800 -2.899  -0.1390
C: -2.518 -3.591 -3.051  -0.2162
H: -1.225 -3.912 -4.787  0.1046
H: -1.889 -5.385 -4.073  0.1164
H: -3.429 -3.268 -5.637  0.1168
H: -3.452 -5.009 -5.926  0.0987
H: -4.705 -5.420 -3.902  0.1188
H: -5.376 -3.844 -4.363  0.1149
H: -2.337 -2.515 -3.154  0.1099
H: -2.001 -3.945 -2.157  0.1112
C: -5.883 -4.945 -9.987  -0.1705
C: -7.105 -4.687 -9.109  -0.1699
C: -6.704 -5.377 -7.812  -0.2015
O: -5.280 -5.273 -7.725  -0.1600
C: -4.750 -4.831 -8.976  -0.2067
H: -5.780 -4.246 -10.815  0.1110
H: -5.922 -5.957 -10.397  0.1134
H: -7.228 -3.615 -8.944  0.1137
H: -8.034 -5.076 -9.523  0.1110
H: -6.976 -6.438 -7.826  0.1177
H: -7.150 -4.917 -6.930  0.1155
H: -4.419 -3.792 -8.867  0.1175
H: -3.885 -5.443 -9.234  0.1171

Results
ΔE to the lowest compared entry with this formula, charge and spin = 0.00 kcal/mol
SMILES = C[C@H](Cl)[C@@H](Cl)N1C(=O)c2c(CCC(=O)O)cc(CCCSC(=S)N3CCOCC3)c(CCCCC(F)(F)C(F)(F)S(F)(F)(F)(F)F)c2C1=O.C1CCOC1.C1CCOC1
gap between HOMO and LUMO = 8.314 eV
HOMO = -8.919 eV
calculated total energy = -5051.04929 a.u.
E_LUMO = -0.605 eV

***

(3)
DFT (the ωB97M-V functional and the def2-TZVPD basis) results for a structure of composition C36H49LiN5Si2Te in a non-equilibrium geometry.

Each line ends with the Löwdin charge.
CARTESIAN COORDINATES (ANGSTROEM)
Li: 0.373 -0.318 0.402  0.3534
N: 0.919 4.505 -2.459  0.0914
C: 1.337 3.787 -1.367  -0.1795
N: 0.653 2.907 -0.758  0.1460
C: -0.644 2.618 -1.215  -0.2959
N: -1.408 1.789 -0.609  0.0164
N: -0.905 1.137 0.483  -0.1747
C: -1.916 0.375 1.014  -0.4505
C: -1.566 -0.337 2.285  -0.3256
C: -2.492 -0.504 3.309  -0.0363
C: -2.132 -1.260 4.411  -0.0717
C: -0.863 -1.814 4.466  -0.0588
C: 0.006 -1.572 3.413  -0.1139
N: -0.336 -0.855 2.348  0.0687
C: -1.143 3.298 -2.431  -0.0852
C: -2.385 3.041 -3.003  -0.0251
C: -2.822 3.740 -4.116  -0.0972
C: -2.010 4.717 -4.684  -0.1050
C: -0.765 4.978 -4.141  -0.0404
C: -0.333 4.270 -3.025  -0.1951
H: 1.531 5.183 -2.875  0.1351
H: 2.346 4.015 -1.028  0.1181
H: -2.900 0.848 1.049  0.0858
H: -3.471 -0.048 3.233  0.1135
H: -2.837 -1.420 5.217  0.1033
H: -0.549 -2.417 5.307  0.0992
H: 1.020 -1.964 3.411  0.1091
H: -3.003 2.281 -2.543  0.1051
H: -3.793 3.524 -4.542  0.0951
H: -2.344 5.275 -5.550  0.0950
H: -0.119 5.730 -4.582  0.1042
C: -3.071 -2.973 0.700  -0.3026
Te: -2.379 -1.338 -0.522  1.6173
C: -4.636 -0.993 -0.375  -0.3298
C: -5.225 -2.364 -0.343  -0.3062
C: -6.475 -2.704 -0.859  -0.0539
C: -6.942 -4.011 -0.796  -0.1074
C: -6.156 -5.004 -0.221  -0.1061
C: -4.900 -4.682 0.278  -0.0486
C: -4.432 -3.373 0.214  -0.2784
H: -3.107 -2.570 1.716  0.0667
H: -2.346 -3.779 0.669  0.0350
H: -5.086 -0.372 -1.149  0.0467
H: -4.772 -0.491 0.589  0.0480
H: -7.089 -1.933 -1.312  0.1041
H: -7.918 -4.257 -1.197  0.0917
H: -6.515 -6.026 -0.175  0.0923
H: -4.271 -5.453 0.711  0.1062
C: -0.632 -6.241 0.453  -0.1963
Si: 0.782 -5.193 -0.191  0.3924
C: 2.263 -5.524 0.879  -0.1832
C: 1.151 -5.668 -1.953  -0.1843
C: 0.202 -3.469 -0.164  -0.2448
C: -0.303 -2.356 -0.160  -0.3925
H: -0.349 -7.296 0.515  0.0255
H: -1.509 -6.160 -0.197  0.0239
H: -0.921 -5.907 1.455  0.0293
H: 2.451 -6.602 0.905  0.0313
H: 2.097 -5.177 1.902  0.0352
H: 3.157 -5.022 0.502  0.0016
H: 1.549 -6.686 -2.020  0.0273
H: 1.888 -4.981 -2.381  0.0280
H: 0.244 -5.609 -2.560  0.0301
C: 4.028 0.867 -1.154  -0.2688
Si: 3.143 -0.064 0.299  0.6948
C: 4.210 -1.731 0.292  -0.6766
C: 3.684 -2.547 -0.897  -0.1492
C: 5.725 -1.599 0.116  -0.1205
C: 3.933 -2.532 1.568  -0.1324
C: 3.709 1.043 1.837  -0.6822
C: 3.252 2.473 1.507  -0.1485
C: 2.944 0.611 3.096  -0.1400
C: 5.202 1.087 2.166  -0.1254
H: 5.086 1.105 -0.977  0.0067
H: 3.500 1.805 -1.363  -0.0232
H: 3.968 0.267 -2.072  0.0038
H: 3.918 -2.059 -1.849  0.0662
H: 2.597 -2.668 -0.847  0.0307
H: 4.150 -3.548 -0.917  0.0700
H: 5.976 -1.033 -0.787  0.0635
H: 6.188 -2.595 0.020  0.0713
H: 6.199 -1.100 0.962  0.0503
H: 2.852 -2.642 1.731  0.0563
H: 4.361 -2.040 2.448  0.0590
H: 4.375 -3.540 1.509  0.0658
H: 2.206 2.494 1.184  0.0463
H: 3.865 2.903 0.705  0.0594
H: 3.360 3.123 2.390  0.0730
H: 1.865 0.633 2.917  0.0483
H: 3.165 1.287 3.939  0.0731
H: 3.209 -0.404 3.408  0.0525
H: 5.808 1.305 1.280  0.0652
H: 5.549 0.140 2.589  0.0574
H: 5.410 1.873 2.912  0.0699

Results
total charge = -1
ΔE to the lowest compared entry with this formula, charge and spin = 35.18 kcal/mol
gap between HOMO and LUMO = 5.107 eV
HOMO = -2.806 eV
calculated total energy = -2529.48261 a.u.
E_LUMO = 2.301 eV

***

(4)
DFT (the ωB97M-V functional and the def2-TZVPD basis) results for a structure of composition C36H49N8O4S3Tl in a non-equilibrium geometry.

Each line ends with the Löwdin charge.
CARTESIAN COORDINATES (ANGSTROEM)
Tl: 1.026 -0.586 0.003  0.8413
C: 3.234 1.450 -3.869  -0.0487
C: 2.053 1.437 -2.907  -0.2933
N: 2.166 1.828 -1.704  -0.0328
N: 3.249 2.533 -1.395  -0.0560
C: 3.460 2.721 -0.071  -0.9158
N: 4.392 3.651 0.177  0.0264
S: 2.669 1.981 1.257  0.4363
C: 0.747 0.969 -3.439  -0.2121
C: 0.571 0.808 -4.815  -0.0412
C: -0.679 0.406 -5.272  -0.0845
C: -1.603 -0.097 -4.346  -0.0563
C: -1.330 -0.004 -2.984  -0.1201
N: -0.198 0.547 -2.543  0.0954
H: 4.115 1.916 -3.445  0.0465
H: 3.447 0.499 -4.340  0.0743
H: 2.987 2.062 -4.762  0.0650
H: 4.953 3.953 -0.623  0.0931
H: 4.729 3.722 1.112  0.0501
H: 1.338 1.126 -5.506  0.0845
H: -0.987 0.531 -6.312  0.0944
H: -2.590 -0.361 -4.780  0.1057
H: -2.004 -0.308 -2.191  0.0829
C: 4.660 -2.827 -2.352  -0.0835
O: 4.226 -4.034 -1.696  -0.1239
C: 3.057 -4.638 -2.104  -0.2509
C: 3.094 -5.971 -2.367  -0.0767
C: 1.937 -6.734 -2.741  -0.1536
C: 0.691 -6.095 -2.694  -0.0894
C: 0.670 -4.690 -2.496  -0.1761
C: -0.603 -4.142 -2.433  -0.1319
N: -1.053 -3.129 -1.660  0.0005
N: -2.341 -3.167 -1.486  -0.0250
C: -2.915 -2.226 -0.704  -0.5310
O: -2.417 -1.232 -0.175  -0.0958
C: -4.381 -2.477 -0.484  -0.1443
C: -5.100 -3.298 -1.333  -0.0570
C: -6.452 -3.522 -1.150  -0.1115
C: -7.116 -2.862 -0.106  -0.1204
C: -6.330 -2.246 0.872  -0.1078
C: -5.023 -1.897 0.597  -0.0392
C: 1.830 -3.860 -2.146  -0.3653
O: 1.766 -2.651 -1.908  -0.1581
H: 5.529 -2.484 -1.805  0.0705
H: 3.893 -2.075 -2.200  0.0610
H: 4.863 -2.915 -3.435  0.0874
H: 4.045 -6.498 -2.296  0.0916
H: 2.172 -7.778 -2.929  0.0571
H: -0.232 -6.669 -2.884  0.0951
H: -1.379 -4.468 -3.085  0.0825
H: -4.639 -3.727 -2.214  0.0964
H: -7.008 -4.166 -1.812  0.0819
H: -8.180 -2.943 -0.046  0.0711
H: -6.744 -1.825 1.786  0.0866
H: -4.468 -1.265 1.209  0.0828
C: -2.618 6.148 -0.036  -0.1687
C: -1.359 6.450 -0.862  -0.3006
C: -0.090 5.692 -0.449  -0.2006
C: -0.029 4.210 -0.809  -0.2314
N: -0.283 3.306 0.266  0.0284
C: -1.401 2.558 0.365  -0.7290
S: -2.842 2.791 -0.622  0.5555
N: -1.422 1.600 1.366  -0.0160
C: -0.864 1.736 2.716  -0.1933
C: -1.606 2.824 3.517  -0.2095
C: -3.062 2.545 3.809  -0.2720
C: -3.299 1.963 5.201  -0.1422
H: -3.463 6.693 -0.578  0.0726
H: -2.556 6.419 1.037  0.0613
H: -2.929 5.040 -0.126  -0.0337
H: -1.149 7.564 -0.765  0.1033
H: -1.648 6.248 -1.902  0.1001
H: 0.121 5.837 0.634  0.1111
H: 0.716 6.340 -0.952  0.1155
H: 0.910 3.957 -1.301  0.1009
H: -0.763 3.982 -1.555  0.0664
H: 0.541 2.919 0.721  0.0200
H: -2.177 0.975 1.230  0.0661
H: 0.247 1.903 2.788  0.0807
H: -1.088 0.740 3.174  0.1332
H: -1.410 3.784 3.086  0.0926
H: -1.039 2.845 4.485  0.1148
H: -3.476 1.801 3.100  0.1115
H: -3.683 3.425 3.797  0.0949
H: -4.335 1.473 5.336  0.0861
H: -3.345 2.792 5.935  0.0658
H: -2.585 1.150 5.408  0.0676
O: 2.389 -2.308 2.012  -0.6157
S: 3.516 -1.750 2.762  0.8543
C: 3.176 -0.772 4.353  -0.2790
C: 3.566 -1.585 5.634  -0.2248
C: 3.702 -3.081 5.219  -0.2329
C: 4.216 -3.102 3.748  -0.3382
H: 2.145 -0.516 4.288  0.0646
H: 3.805 0.147 4.222  0.0839
H: 2.753 -1.440 6.424  0.1142
H: 4.397 -1.237 6.239  0.0857
H: 2.783 -3.666 5.252  0.1030
H: 4.426 -3.629 5.816  0.0903
H: 3.981 -4.040 3.239  0.0897
H: 5.333 -3.003 3.815  0.0954

Results
total charge = -2
ΔE to the lowest compared entry with this formula, charge and spin = 0.00 kcal/mol
gap between HOMO and LUMO = 3.847 eV
HOMO = -0.304 eV
calculated total energy = -3507.15058 a.u.
E_LUMO = 3.543 eV